108
Properties=species:S:1:pos:R:3 method="wB97M-V/def2-TZVPD" charge=+1 gap_ev=8.82 lumo_energy_ev=-1.8751 spin_multiplicity=1
Sr 0.470 0.704 -0.098
S 3.741 1.719 -0.853
O -0.577 2.768 -0.462
O 2.766 0.557 -0.972
O -2.067 0.737 0.232
O -1.435 4.020 1.196
N -0.009 2.020 -4.759
N 0.554 3.400 3.379
N 0.056 -1.956 -0.430
N 0.381 -0.158 2.440
N 0.295 -4.142 -0.463
N 0.381 -0.370 -4.979
N -0.091 0.583 4.454
N 0.507 -7.215 1.093
N 1.038 -5.993 0.828
N -0.060 0.593 -2.780
N 0.657 -7.483 2.329
N -1.843 0.456 -4.439
N 1.595 2.391 1.722
C 0.725 0.970 -5.466
C 1.797 3.747 1.629
C 1.686 -6.235 4.266
C -4.287 2.122 4.513
C -3.530 1.038 4.101
C 5.100 1.336 -1.999
C -1.065 -0.558 -5.154
C 2.524 -4.053 3.605
C 4.772 1.350 0.610
C -4.523 3.169 3.627
C 2.295 -5.042 4.582
C 1.304 -6.425 2.937
C -1.434 3.058 0.439
C -1.077 -2.545 0.098
C -0.404 -0.754 4.450
C -4.005 3.129 2.345
C 1.150 4.385 2.641
C -1.506 0.386 -3.022
C -1.445 1.778 -4.936
C 6.002 0.357 -1.263
C 0.868 -2.941 -0.754
C 2.154 -4.224 2.287
C 0.293 1.922 -3.337
C 1.539 -5.441 1.973
C -4.435 3.590 -2.466
C -2.627 2.047 0.533
C -4.802 1.572 -0.609
C -3.489 3.390 -1.469
C -0.108 -1.196 3.197
C -5.551 2.773 -2.549
C 0.676 -0.426 -3.552
C -0.953 -3.895 0.069
C -5.736 1.761 -1.615
C 0.833 2.215 2.785
C 0.938 -5.442 -0.500
C -3.001 1.003 2.814
C 2.215 -2.782 -1.374
C -3.663 2.374 -0.537
C 6.171 0.956 0.132
C -3.234 2.046 1.927
C 0.375 0.902 3.225
H 1.797 1.132 -5.331
H 2.610 -4.853 5.600
H 5.608 2.281 -2.205
H 2.236 -3.181 -2.390
H -6.614 1.130 -1.659
H 5.520 -0.622 -1.204
H -1.341 -1.548 -4.783
H 2.356 4.180 0.816
H -0.257 2.683 -2.785
H -0.200 1.205 5.236
H -1.689 1.845 -5.997
H -5.119 4.018 3.937
H 1.501 -7.003 5.005
H 1.747 -0.273 -3.398
H -2.771 0.215 -0.172
H 6.811 1.838 0.076
H -0.159 3.563 4.072
H -2.415 0.151 2.494
H -0.209 -2.190 2.794
H 6.955 0.234 -1.776
H -1.304 -0.505 -6.217
H -4.707 2.148 5.510
H 2.456 -1.723 -1.412
H -4.973 0.811 0.147
H 2.332 -3.453 1.552
H -1.904 -1.959 0.462
H -4.296 4.389 -3.183
H -2.062 1.156 -2.484
H -1.781 -0.601 -2.635
H 3.000 -3.126 3.900
H -3.364 0.207 4.775
H 0.360 -6.151 -1.089
H -6.283 2.927 -3.330
H 6.636 0.259 0.828
H 4.235 0.523 1.075
H -4.184 3.946 1.659
H -0.795 -1.254 5.318
H 0.398 -1.411 -3.169
H 1.365 2.085 -3.187
H 0.496 1.029 -6.531
H -2.006 2.542 -4.395
H -1.609 -4.690 0.379
H -2.613 4.024 -1.415
H 4.751 2.206 1.282
H 2.986 -3.292 -0.793
H 4.647 0.960 -2.915
H 1.029 5.428 2.870
H 1.922 -5.327 -0.952


54
Properties=species:S:1:pos:R:3 method="wB97M-V/def2-TZVPD" charge=0 gap_ev=7.59 smiles="CN1CCN(CCCNC(=O)Cn2nc(-c3ccccc3)ccc2=O)CC1" lumo_energy_ev=-0.0736 spin_multiplicity=1
O 1.112 -0.863 1.612
O 0.977 -1.539 -3.099
N 3.552 2.625 3.015
N -0.323 -1.560 -0.005
N -1.519 -1.688 -0.531
N 1.711 -0.067 -1.552
N 2.691 1.641 0.378
C 3.103 1.754 4.082
C 3.772 1.012 1.127
C -6.258 -1.527 -0.584
C -5.060 -1.339 0.081
C 2.185 0.912 -2.507
C -2.568 -1.181 0.055
C 2.469 3.250 2.273
C -1.198 -0.351 1.834
C 2.128 2.316 -1.915
C -3.855 -1.375 -0.618
C 4.472 1.985 2.087
C 3.099 2.482 -0.739
C 1.163 -1.221 -1.944
C -0.037 -0.917 1.192
C -3.877 -1.613 -1.993
C 0.754 -2.143 -0.775
C 1.767 2.287 1.303
C -5.076 -1.799 -2.651
C -2.429 -0.470 1.283
C -6.271 -1.753 -1.950
H -5.081 -1.979 -3.716
H -3.291 -0.022 1.752
H 1.003 2.819 0.732
H 1.601 -2.294 -0.102
H 5.239 1.460 2.660
H 1.745 3.657 2.982
H 2.528 0.881 3.747
H -5.068 -1.188 1.150
H 0.409 -3.086 -1.200
H 4.958 2.781 1.512
H 1.280 1.492 1.872
H 3.324 0.191 1.693
H -7.186 -1.501 -0.032
H -1.032 0.175 2.762
H 1.561 0.836 -3.403
H 1.914 0.171 -0.580
H 3.977 1.402 4.629
H 1.110 2.526 -1.583
H -7.209 -1.897 -2.466
H 4.493 0.590 0.424
H 2.483 2.337 4.763
H -2.940 -1.645 -2.527
H 2.387 3.037 -2.692
H 2.903 4.088 1.716
H 4.096 2.176 -1.064
H 3.217 0.676 -2.798
H 3.151 3.545 -0.465


20
Properties=species:S:1:pos:R:3 method="wB97M-V/def2-TZVPD" charge=-1 gap_ev="6.83 / 5.88" lumo_energy_ev="3.4298 / 2.4775" spin_multiplicity=2
O -0.916 0.843 -1.004
O 0.001 1.828 2.078
O 0.085 3.848 0.410
C 0.040 0.008 -0.303
C -0.721 -3.744 -0.480
C 0.014 -1.379 -0.842
C -0.574 -2.420 -0.128
C 1.400 0.701 -0.391
H -0.948 -2.147 0.853
H -0.375 -4.097 -1.444
H 1.318 1.620 0.171
H -0.239 -0.015 0.752
H -0.439 4.589 0.687
H -0.006 3.089 1.111
H -1.489 0.244 -1.486
H 2.156 0.051 0.059
H -0.206 2.095 2.981
H -1.226 -4.401 0.210
H 0.460 -1.630 -1.805
H 1.663 0.916 -1.428


14
Properties=species:S:1:pos:R:3 method="wB97M-V/def2-TZVPD" charge=0 gap_ev=9.58 smiles="O=C1CC=CCN1" lumo_energy_ev=0.7596 spin_multiplicity=1
O 1.393 2.218 -0.458
N -0.448 1.123 0.345
C 0.899 1.158 -0.202
C -0.774 -1.205 -0.145
C -1.442 0.131 -0.004
C 1.478 -0.179 -0.056
C 0.559 -1.328 -0.121
H -1.975 0.421 -0.928
H -2.194 0.116 0.798
H 2.460 -0.271 -0.504
H -1.418 -2.076 -0.241
H -0.795 2.066 0.512
H 1.240 0.139 1.184
H 1.018 -2.312 -0.180


74
Properties=species:S:1:pos:R:3 method="wB97M-V/def2-TZVPD" charge=+3 gap_ev="5.48 / 5.47" lumo_energy_ev="-11.3451 / -11.3589" spin_multiplicity=1
Ce -0.225 -0.216 0.257
S 2.460 -0.625 -0.436
O -4.794 5.235 0.782
O 0.582 7.133 0.325
N 3.583 -1.591 -2.668
N 0.633 2.198 0.376
N -1.489 -0.973 3.244
N -0.550 -0.318 2.732
N -2.338 -1.385 1.046
N -1.835 1.515 -0.482
N 2.092 -0.025 -3.082
N -0.885 -1.129 -1.862
N 0.323 -2.549 1.078
N 1.831 -4.761 -2.763
C -0.015 0.540 4.973
C -3.893 -3.450 2.130
C -1.685 2.751 0.042
C 3.566 -1.502 -4.134
C -5.221 4.075 0.126
C 2.523 1.238 4.002
C 1.112 -4.149 -2.110
C 4.373 -2.610 -2.011
C -3.936 -3.153 0.777
C -3.145 -2.126 0.275
C 0.923 1.115 5.810
C -3.064 1.149 -0.886
C 0.300 -3.298 -1.339
C 1.720 6.364 0.594
C -4.174 1.950 -0.731
C -3.072 -2.690 2.953
C -2.765 3.584 0.280
C -0.372 -2.184 -1.798
C 0.377 -3.075 0.040
C -2.331 -1.678 2.362
C 2.725 -0.750 -2.147
C -4.037 3.187 -0.105
C 2.708 -0.257 -4.399
C 1.348 4.915 0.509
C 1.914 2.589 0.525
C 1.587 0.674 3.150
C 2.306 3.908 0.595
C 0.028 4.525 0.342
C -0.291 3.179 0.283
C 0.330 0.335 3.637
C 2.182 1.460 5.330
H -5.132 1.608 -1.094
H -3.000 -2.852 4.017
H 3.308 0.608 -4.689
H 3.354 4.142 0.709
H 2.656 1.806 0.588
H 5.410 -2.501 -2.326
H -5.525 5.855 0.874
H 3.119 -2.414 -4.535
H -0.731 5.283 0.233
H 1.944 -0.432 -5.154
H 3.512 1.484 3.644
H -5.960 3.514 0.716
H 0.677 1.292 6.846
H -3.138 0.185 -1.373
H 4.586 -1.415 -4.510
H -0.994 0.271 5.338
H 2.906 1.899 6.001
H 2.113 6.547 1.606
H -3.156 -1.894 -0.783
H 1.674 0.862 -2.845
H 0.792 8.071 0.391
H -5.679 4.290 -0.850
H 1.872 0.454 2.124
H 2.537 6.559 -0.114
H -4.571 -3.708 0.101
H -4.490 -4.252 2.539
H 4.002 -3.596 -2.305
H 4.308 -2.489 -0.933
H -2.636 4.549 0.744